No. 1
Below is 4 unconnected molecules or ions with the total composition C23H53N4O7 in a non-equilibrium geometry, with properties calculated with the ωB97M-V functional and the def2-TZVPD basis.

The geometry in XYZ format:
```
87
Properties=species:S:1:pos:R:3:forces:R:3:lowdin_charge:R:1
C 5.384 -3.785 -0.417 0.61 0.40 -0.86 -0.12
C 5.520 -2.668 -1.492 -0.44 0.17 0.77 -0.25
C 4.702 -1.402 -1.047 0.30 -0.37 -1.08 -0.20
C 3.654 -1.029 -2.151 -0.64 0.38 1.45 -0.18
C 2.203 -1.352 -1.616 0.30 0.24 -1.14 -0.17
C 1.527 0.006 -1.305 -0.05 0.09 0.74 -0.11
C 0.148 -0.102 -0.695 1.52 -0.36 -2.18 -0.29
N -0.831 -0.541 -1.467 -0.97 0.44 1.96 0.22
C -1.931 -0.473 -0.624 1.22 -0.77 -3.12 -0.34
N -3.114 -0.814 -1.085 -0.76 -0.03 1.59 0.12
C -4.312 -0.717 -0.227 -0.12 0.29 -1.01 -0.11
C -5.387 -1.751 -0.609 -0.19 0.87 0.73 -0.41
C -6.357 -1.861 0.590 0.28 -0.59 -0.69 -0.04
O -6.022 -1.209 -1.779 0.27 -0.86 0.17 -0.03
N -1.571 -0.032 0.569 -1.17 0.31 1.50 0.15
N -0.229 0.219 0.537 0.53 -0.09 -0.38 0.15
H 4.317 -3.938 -0.197 0.37 -0.02 0.07 0.07
H 5.937 -3.494 0.488 -0.29 -0.30 -0.13 0.08
H 5.798 -4.713 -0.842 -0.11 0.17 0.48 0.07
H 6.559 -2.358 -1.679 -0.19 -0.44 0.12 0.10
H 5.120 -3.087 -2.429 0.14 0.38 0.22 0.10
H 5.341 -0.526 -0.845 0.00 -0.45 -0.16 0.10
H 4.228 -1.653 -0.083 -0.10 0.27 -0.42 0.09
H 3.833 -1.517 -3.116 0.10 -0.04 0.41 0.11
H 3.709 0.061 -2.329 -0.05 -0.44 -0.08 0.09
H 1.638 -1.858 -2.418 -0.02 0.21 0.42 0.11
H 2.241 -2.041 -0.762 -0.04 0.35 -0.13 0.11
H 2.182 0.633 -0.677 -0.17 -0.21 -0.18 0.12
H 1.393 0.524 -2.267 0.01 -0.06 0.42 0.13
H -3.182 -1.145 -2.039 0.07 0.15 0.13 0.17
H -4.745 0.284 -0.415 -0.08 -0.42 0.28 0.15
H -4.026 -0.761 0.834 -0.05 -0.35 -0.34 0.12
H -4.964 -2.738 -0.869 0.11 0.32 0.37 0.14
H -6.744 -0.880 0.900 0.19 -0.30 -0.12 0.09
H -7.196 -2.500 0.279 0.16 0.23 0.32 0.09
H -5.810 -2.358 1.409 -0.41 0.24 -0.13 0.09
H -6.348 -1.988 -2.253 -0.17 0.51 -0.13 0.10
H -2.167 0.121 1.371 0.37 0.11 0.01 0.18
H 0.348 0.589 1.281 -0.47 -0.02 0.15 0.19
C 2.103 5.542 -0.066 0.06 0.12 0.00 -0.11
O 3.509 5.707 -0.077 -0.23 -0.24 -0.02 -0.18
C 4.199 4.576 0.436 0.33 0.40 -0.12 -0.20
C 4.798 3.741 -0.677 -0.18 -0.37 0.26 -0.20
O 3.778 3.105 -1.441 -0.05 0.10 -0.13 -0.22
C 3.556 3.739 -2.693 -0.01 -0.10 -0.01 -0.10
H 1.661 6.370 -0.619 0.08 0.03 0.03 0.09
H 1.804 4.604 -0.544 -0.01 -0.02 0.03 0.08
H 1.728 5.568 0.963 -0.07 -0.07 -0.01 0.07
H 3.540 3.966 1.062 -0.01 -0.03 -0.04 0.12
H 5.008 4.956 1.067 0.00 -0.07 0.02 0.13
H 5.407 2.947 -0.233 0.04 0.04 0.01 0.12
H 5.447 4.346 -1.315 -0.07 0.06 0.01 0.13
H 4.404 3.560 -3.361 -0.01 0.09 -0.04 0.09
H 3.399 4.813 -2.577 0.04 0.00 0.00 0.09
H 2.663 3.301 -3.139 0.02 -0.05 0.05 0.08
C -2.187 -5.026 -0.506 -0.14 -0.03 0.07 -0.11
O -3.396 -5.337 -1.176 0.25 0.16 0.00 -0.20
C -3.222 -5.452 -2.586 -0.46 -0.11 0.09 -0.20
C -3.206 -6.902 -3.025 0.42 0.03 -0.25 -0.20
O -2.039 -7.565 -2.563 -0.16 0.06 0.23 -0.19
C -2.291 -8.410 -1.451 0.09 -0.05 -0.06 -0.10
H -2.362 -5.120 0.566 -0.07 0.00 -0.03 0.09
H -1.382 -5.707 -0.790 0.02 0.05 -0.03 0.09
H -1.888 -3.992 -0.724 0.12 -0.01 -0.02 0.07
H -2.311 -4.939 -2.911 0.04 -0.07 0.02 0.13
H -4.077 -4.952 -3.055 0.02 -0.01 -0.05 0.12
H -3.181 -6.937 -4.119 -0.07 0.03 0.00 0.13
H -4.110 -7.419 -2.691 -0.01 0.07 0.05 0.13
H -2.868 -9.285 -1.765 -0.05 0.00 0.09 0.09
H -2.825 -7.883 -0.656 -0.04 -0.02 -0.01 0.08
H -1.331 -8.748 -1.062 0.01 0.02 -0.09 0.09
C -0.930 3.766 3.249 0.12 0.00 0.09 -0.13
O 0.074 4.358 4.046 -0.21 -0.06 -0.21 -0.19
C 0.236 5.750 3.777 0.33 -0.07 0.35 -0.20
C -0.400 6.599 4.858 -0.26 0.26 -0.31 -0.20
O -1.818 6.490 4.830 0.09 -0.28 0.09 -0.19
C -2.325 5.660 5.862 -0.08 0.10 -0.04 -0.11
H -1.108 2.757 3.626 0.05 0.02 0.07 0.08
H -1.867 4.327 3.296 0.00 0.00 -0.06 0.09
H -0.595 3.699 2.205 -0.11 0.04 -0.07 0.08
H -0.168 6.007 2.794 -0.08 0.01 0.04 0.12
H 1.313 5.947 3.763 -0.01 0.03 -0.02 0.13
H -0.157 7.648 4.668 0.07 -0.02 0.01 0.13
H -0.007 6.334 5.843 0.02 -0.07 -0.04 0.13
H -2.213 6.153 6.833 0.02 -0.10 0.05 0.09
H -1.822 4.689 5.883 0.04 0.01 0.04 0.08
H -3.386 5.500 5.674 0.02 0.08 -0.04 0.09
```
Positions in Å, forces in eV/Å.

Results
charge = +1
orbital gap = 8.549 eV
molar mass = 497.70 u
max |F| = 3.4 eV Å⁻¹
LUMO = -2.71 eV

***

No. 2
Below is a molecular structure, C6H9FeLiO7 in a non-equilibrium geometry, with properties calculated with the ωB97M-V functional and the def2-TZVPD basis.

The geometry in XYZ format:
```
24
Properties=species:S:1:pos:R:3:forces:R:3:mulliken_spin:R:1
O -2.469 1.560 -0.977 -1.22 -1.14 -1.21 0.18
C -2.401 1.642 0.298 2.32 1.95 1.98 -0.02
O -2.958 0.751 0.988 -0.73 -1.51 -0.99 0.21
Fe -3.310 -0.299 -0.742 1.28 0.15 0.72 4.13
O -1.652 2.583 0.800 -1.32 -0.55 -1.98 0.04
C -0.796 2.294 1.928 -0.06 -0.05 1.49 0.02
C 0.208 1.236 1.619 1.05 0.72 1.28 0.80
H -1.422 2.035 2.791 0.08 0.06 -0.29 0.01
H -0.315 3.263 2.131 -0.15 -0.33 -0.12 0.04
H 0.351 0.532 2.444 -0.23 -0.23 -0.48 0.03
H 1.171 1.620 1.271 -0.31 -0.33 -0.52 0.02
C 2.440 -2.034 -0.841 0.98 0.67 -0.71 0.01
C 1.097 -1.543 -0.364 -0.85 3.05 3.55 0.07
O 0.108 -2.074 -1.217 -2.82 -0.80 -1.27 0.08
C -0.815 -1.267 -1.751 5.77 2.70 1.80 -0.02
O -0.418 -0.191 -2.229 -1.80 -1.08 -0.62 0.06
O -2.002 -1.489 -1.352 -3.51 0.00 0.32 0.36
O 3.435 -1.406 -0.066 -0.44 0.05 0.07 0.01
Li -1.233 1.473 -2.399 0.62 0.35 -0.42 0.00
H 2.565 -1.819 -1.917 -0.11 0.03 0.29 0.00
H 2.483 -3.131 -0.728 -0.31 0.25 0.06 0.00
H 0.739 -0.262 0.132 1.57 -3.12 -2.56 -0.02
H 4.294 -1.556 -0.469 0.13 -0.05 0.01 0.00
H 0.901 -1.918 0.650 0.07 -0.79 -0.42 -0.01
```
Positions in Å, forces in eV/Å.

Results
⟨S²⟩ = 12.02
charge = +2
orbital gap (alpha / beta) = 6.077 / 3.050 eV
molar mass = 255.92 u
multiplicity = 7
max |F| = 6.6 eV Å⁻¹
LUMO (alpha / beta) = -9.85 / -12.93 eV

***

No. 3
Below is a molecular structure, C18H31AlBr3FMg2Na2O12P2 in a non-equilibrium geometry, with properties calculated with the ωB97M-V functional and the def2-TZVPD basis.

The geometry in XYZ format:
```
72
Properties=species:S:1:pos:R:3:forces:R:3:lowdin_charge:R:1
C 3.991 2.408 3.438 0.70 -1.72 -0.63 0.11
C 3.679 3.460 3.867 -1.61 1.62 0.42 -0.18
C 2.949 4.646 4.298 1.22 0.45 0.74 -0.26
C 3.280 5.875 3.460 0.26 -0.34 -0.74 -0.28
C 2.941 5.785 1.951 -1.08 0.12 0.05 -0.24
Al 1.547 4.429 1.358 0.52 0.13 0.30 0.18
O -0.053 5.174 0.869 1.05 -0.20 0.04 -0.26
C -1.083 5.179 1.784 0.31 -0.62 -0.99 -0.30
C -1.843 3.862 1.721 -1.93 0.55 1.20 -0.43
C -3.280 4.097 2.280 0.44 -0.25 -0.29 -0.10
O -1.241 2.824 2.461 0.10 0.20 -0.41 -0.05
P 2.261 3.481 -0.695 -0.33 0.70 -0.86 0.74
C 1.873 1.695 -0.722 0.44 0.27 -0.78 -0.36
O 3.976 3.665 -0.820 -0.31 -0.03 0.63 -0.54
H 4.177 1.445 3.064 0.36 -0.46 -0.21 0.02
H 1.889 4.454 4.398 -0.29 -0.26 -0.31 0.09
H 3.314 4.847 5.305 -0.14 0.19 0.33 0.11
H 2.804 6.742 3.902 -0.17 0.20 0.14 0.09
H 4.353 6.015 3.548 0.23 0.23 0.20 0.10
H 2.524 6.761 1.677 0.04 0.16 -0.21 0.04
H 3.829 5.662 1.334 0.29 -0.15 0.05 0.03
H 1.299 3.222 2.351 -0.19 0.00 0.07 -0.01
H -0.764 5.333 2.819 -0.09 0.03 0.26 0.14
H -1.788 5.960 1.498 -0.20 0.24 0.19 0.12
H -1.983 3.614 0.654 0.95 0.66 0.53 0.06
H -3.406 5.106 2.651 -0.13 0.23 0.05 0.08
H -4.025 3.904 1.508 -0.37 0.11 0.06 0.06
H -3.483 3.406 3.106 0.43 0.44 -0.45 -0.18
H -1.364 1.999 1.996 0.28 -0.47 0.21 0.08
H 2.652 1.190 -0.162 0.06 -0.21 0.16 -0.02
H 1.796 1.305 -1.770 -0.18 -0.09 0.44 -0.01
H 0.944 1.567 -0.165 -0.19 -0.05 0.02 0.01
H 4.243 3.417 -1.715 0.04 -0.38 0.28 -0.20
Mg -4.771 2.090 4.155 -0.63 -0.65 0.49 0.57
F 1.315 0.475 -3.558 -0.02 0.28 0.37 -0.81
O -10.258 4.404 4.713 0.02 -0.41 0.55 -0.10
P -9.568 3.453 3.746 -0.09 0.41 -1.77 -0.11
O -10.461 3.210 2.519 0.28 1.19 -0.83 -0.33
O -9.282 2.168 4.505 0.12 0.22 0.56 -0.08
O -8.235 4.047 3.290 0.07 -0.07 0.07 -0.27
C 2.893 -2.655 -1.613 -0.13 0.03 0.04 -1.61
Br 3.513 -3.122 -3.377 0.06 0.14 0.01 0.60
Br 3.959 -1.257 -0.826 0.05 -0.13 -0.08 0.60
Br 1.021 -2.214 -1.626 0.11 -0.02 -0.02 0.58
H 3.013 -3.534 -0.995 0.01 -0.05 0.00 -0.06
O -9.724 4.988 0.531 -0.11 0.65 -0.29 0.28
H -8.898 5.442 0.770 0.14 -0.17 0.17 0.17
H -10.095 4.495 1.342 -0.42 -1.60 1.44 0.11
H -9.600 4.376 -0.209 0.08 -0.20 0.05 0.17
Na 3.052 5.836 -1.887 -0.19 -0.20 0.36 0.24
Na -2.588 2.399 -0.526 0.09 -0.66 -0.80 0.75
Mg 4.671 4.057 -3.762 0.13 -0.07 -0.81 0.70
C 1.450 -7.900 -0.578 0.00 -0.05 0.05 0.02
C 0.759 -8.737 -1.345 0.01 -0.01 0.03 0.02
C 0.455 -8.411 -2.762 0.04 0.07 -0.03 -0.38
O -0.178 -9.179 -3.458 0.02 -0.09 0.00 0.09
C 0.952 -7.119 -3.289 -0.07 0.11 0.07 0.01
C 1.645 -6.282 -2.522 -0.06 -0.01 0.04 0.02
C 1.947 -6.605 -1.110 0.01 0.02 -0.08 -0.37
O 2.580 -5.843 -0.408 0.01 0.03 0.07 0.10
H 1.682 -8.117 0.457 0.02 0.03 0.00 0.12
H 0.388 -9.686 -0.979 -0.03 -0.01 -0.04 0.12
H 0.723 -6.900 -4.321 -0.01 -0.04 -0.02 0.12
H 2.020 -5.333 -2.882 -0.02 -0.01 -0.03 0.05
O 2.555 -8.440 -5.326 -0.10 -0.57 0.93 0.03
C 2.593 -9.352 -6.136 0.91 4.32 -4.01 -0.26
C 2.308 -10.938 -5.159 -1.01 -3.91 3.67 -0.27
O 2.364 -11.828 -5.990 0.22 0.43 -0.81 0.04
H 3.539 -9.546 -6.671 0.46 -0.90 0.96 0.12
H 1.817 -9.398 -6.920 -0.85 -0.78 0.77 0.13
H 1.349 -10.710 -4.661 -0.33 0.75 -0.90 0.11
H 3.089 -10.865 -4.381 0.73 0.61 -0.67 0.12
```
Positions in Å, forces in eV/Å.

Results
charge = 0
orbital gap = 2.026 eV
molar mass = 881.66 u
max |F| = 6.0 eV Å⁻¹
LUMO = -4.62 eV

***

No. 4
Below is a molecular structure, C17H20AlBCaCsF5N2O13 in a non-equilibrium geometry, with properties calculated with the ωB97M-V functional and the def2-TZVPD basis.

The geometry in XYZ format:
```
61
Properties=species:S:1:pos:R:3:forces:R:3:lowdin_charge:R:1
O 5.439 -0.905 1.736 -0.63 -0.46 -0.66 -0.05
C 4.970 0.113 1.318 -1.65 2.09 0.87 -0.47
C 4.220 1.119 2.033 -1.34 2.48 1.07 0.00
C 3.877 2.231 1.279 0.99 -2.01 1.26 -0.10
C 3.039 3.518 1.588 -0.19 -0.59 -2.06 -0.23
C 1.514 3.131 1.804 -0.71 -0.65 -0.09 -0.35
O 0.739 3.832 2.379 0.89 0.93 0.54 0.19
C 1.011 1.808 1.299 0.67 0.14 -0.21 -0.16
C 0.464 1.716 0.034 0.61 0.07 0.18 0.01
C 0.062 0.468 -0.396 -0.28 0.08 -0.49 -0.16
C 0.180 -0.652 0.403 -0.18 -0.23 0.11 -0.15
C 0.695 -0.550 1.690 0.01 0.20 -0.42 -0.03
C 1.109 0.696 2.116 0.20 -0.42 0.51 -0.03
C 4.534 1.883 -0.036 -0.89 1.18 0.37 -0.38
O 4.708 2.550 -0.976 0.04 0.52 -0.98 0.26
O 4.976 0.562 0.004 1.39 -1.70 -0.06 0.05
H 3.957 0.945 3.082 0.26 -0.34 -0.60 0.08
H 3.080 4.138 0.690 -0.12 0.03 -0.10 0.15
H 3.400 4.125 2.471 -1.74 0.50 -5.85 -0.18
H 0.374 2.606 -0.558 -0.11 -0.07 -0.31 0.11
H -0.358 0.418 -1.414 -0.13 0.35 0.61 0.00
H -0.152 -1.634 0.068 -0.15 -0.05 0.12 0.05
H 0.785 -1.423 2.315 -0.08 -0.06 0.14 0.12
H 1.536 0.762 3.111 -0.09 0.18 0.10 0.12
C -2.347 3.958 0.446 0.55 -1.10 -0.33 -0.89
O -2.761 5.090 0.708 -0.34 0.24 0.13 0.21
O -3.000 2.920 0.765 -0.42 0.43 0.19 0.20
O -1.255 3.703 -0.135 -0.18 0.72 0.05 0.08
O 3.032 0.504 -3.405 -0.12 0.17 0.25 -0.10
H 3.310 1.113 -2.716 0.03 0.17 -0.15 -0.01
H 3.866 0.190 -3.796 -0.14 -0.58 0.14 0.02
Ca 5.925 -1.777 -0.219 0.99 -0.70 -1.48 1.74
Al 0.163 -1.453 -2.283 0.03 -1.27 -1.11 1.18
N -5.106 4.091 2.367 0.16 -0.08 0.39 -0.63
O -5.426 4.418 1.205 0.29 -0.07 -0.11 0.07
O -5.173 2.905 2.692 -0.08 -0.03 -0.16 0.04
O -4.722 4.953 3.155 0.00 0.08 -0.13 0.04
F 7.556 -1.120 2.553 -0.45 -0.02 -1.27 -0.64
B -2.231 -5.111 -2.428 -0.23 -0.47 -0.37 -1.27
F -2.035 -6.428 -2.030 0.09 0.03 0.08 0.11
F -3.594 -4.815 -2.515 0.12 0.04 -0.10 0.10
F -1.636 -4.241 -1.462 0.47 0.76 0.31 0.01
F -1.602 -4.877 -3.668 0.13 0.26 0.04 0.07
Cs 3.873 3.412 4.049 1.99 -1.25 7.73 1.57
C 4.537 -2.043 -4.958 -0.19 -0.18 -1.13 -0.44
O 4.877 -1.973 -3.640 0.44 0.49 1.87 -0.47
H 4.303 -3.057 -5.344 0.04 -0.07 0.34 0.05
H 3.639 -1.457 -5.261 -0.04 0.06 0.31 0.04
H 5.309 -1.687 -5.674 0.17 0.06 0.31 0.05
C -6.211 -3.309 1.118 -0.06 -0.04 0.10 -0.37
O -6.672 -4.312 0.613 -0.02 -0.01 -0.06 0.02
N -5.361 -2.456 0.517 0.14 0.25 0.04 -0.20
C -4.860 -1.277 1.191 -0.04 -0.13 -0.29 -0.06
C -4.930 -2.724 -0.853 -0.29 -0.18 0.33 -0.03
H -6.466 -3.004 2.150 0.03 0.04 0.00 0.13
H -5.146 -0.379 0.638 0.07 0.09 0.11 0.09
H -3.768 -1.321 1.252 0.00 0.10 0.07 0.07
H -5.267 -1.211 2.198 -0.02 -0.01 0.00 0.08
H -5.801 -2.753 -1.508 0.07 -0.01 -0.10 0.10
H -4.430 -3.685 -0.909 0.02 0.00 -0.11 0.07
H -4.251 -1.941 -1.183 -0.01 0.05 0.06 0.08
```
Positions in Å, forces in eV/Å.

Results
charge = 0
orbital gap = 2.542 eV
molar mass = 766.12 u
max |F| = 8.1 eV Å⁻¹
LUMO = -5.27 eV